1.
8
Properties=species:S:1:pos:R:3:forces:R:3:lowdin_charge:R:1 method="wB97M-V/def2-TZVPD" gap_ev=8.19
C -0.89173 -0.13733 0.61224 -1.81 0.44 -0.37 -1.01
P 0.03842 -1.49398 0.19310 1.20 -1.38 -0.66 0.20
P -2.10846 0.02422 -0.53653 0.91 -0.57 0.24 0.59
S -1.03778 -1.48059 -1.65363 -0.25 0.33 -0.30 0.10
S 1.92497 -0.49937 -0.05030 -0.24 -0.13 -0.36 0.05
S 1.40080 1.39057 -0.71254 0.44 0.41 1.60 0.22
H -0.70491 0.27606 1.54766 -0.19 1.25 1.45 -0.02
H 1.37871 1.92041 0.60000 -0.08 -0.36 -1.61 -0.14

---

2.
5
Properties=species:S:1:pos:R:3:forces:R:3:lowdin_charge:R:1 method="wB97M-V/def2-TZVPD" gap_ev=7.68
C 1.44891 -0.28197 0.06776 1.33 -0.15 1.34 -1.20
S 3.10916 -0.21998 0.12639 -0.89 -0.91 -0.20 0.53
S 0.96187 1.28350 -0.18049 -4.52 -0.06 -0.32 0.56
H 0.74778 -1.06809 0.42990 0.70 0.37 -0.72 0.03
H -1.06605 0.91746 -0.14747 3.38 0.75 -0.10 0.09

---

3.
5
Properties=species:S:1:pos:R:3:forces:R:3:lowdin_charge:R:1 method="wB97M-V/def2-TZVPD" gap_ev=9.57
C 3.12943 1.42955 -0.27376 0.25 0.12 -0.02 -0.61
S 3.66913 0.01633 -0.11139 0.18 -0.07 0.03 0.63
S 0.22919 0.27134 0.17687 -1.19 -0.06 -0.23 0.46
H -0.82591 0.56378 -0.62043 -0.40 -0.43 0.71 -0.20
H 0.83052 0.87632 -0.80620 1.16 0.44 -0.49 -0.28

---

4.
6
Properties=species:S:1:pos:R:3:forces:R:3:lowdin_charge:R:1 method="wB97M-V/def2-TZVPD" spin_multiplicity=3 gap_ev="6.72 / 5.98"
C -1.79509 0.95841 -1.98042 -1.37 -0.89 0.20 -0.51
S 0.44625 0.15904 1.86120 -2.29 -0.56 -0.68 0.13
S -0.52072 1.77938 -2.16358 1.39 0.86 -0.17 0.52
S 1.47045 -1.38893 1.02002 0.01 -0.28 -1.37 0.15
H -0.92824 -0.31442 1.63921 2.20 0.72 0.47 -0.12
H 1.32734 -1.19348 -0.37642 0.07 0.15 1.54 -0.16

---

5.
50
Properties=species:S:1:pos:R:3:forces:R:3:lowdin_charge:R:1 method="wB97M-V/def2-TZVPD" charge=-1 gap_ev=8.93
C -0.08872 0.43566 0.17916 -0.48 0.65 -2.86 -0.15
O -0.40370 0.52589 -1.26608 0.65 -0.93 1.94 -0.42
H -0.95335 0.17683 0.70374 -1.37 -1.12 1.01 0.02
H 0.05547 1.42565 0.54347 0.85 0.83 0.35 0.06
H 0.70627 -0.25398 0.42240 0.47 -0.01 0.00 0.06
O -1.69724 2.44008 2.52736 -0.91 1.89 -1.39 -0.02
H -1.36856 1.64232 2.85841 1.25 -2.17 0.88 -0.05
H -2.10916 2.88465 3.25785 -0.23 0.29 0.45 0.03
O 2.14977 -3.19799 -0.08084 0.47 -0.74 -0.22 -0.09
H 1.33424 -2.84458 -0.50223 0.18 -0.61 -0.47 0.00
H 2.46533 -3.95669 -0.61853 -0.61 0.99 0.46 0.06
O -1.70296 1.40562 -4.20066 0.83 -1.37 -2.11 -0.06
H -1.99928 2.03730 -3.59357 -0.82 0.94 1.62 -0.01
H -1.86353 0.49047 -3.87265 -0.17 0.88 0.40 0.00
O 1.96510 -0.35661 -2.06513 0.09 -0.95 0.54 -0.06
H 1.94213 0.40025 -2.62133 0.19 1.14 -0.98 0.03
H 1.10377 -0.21290 -1.60820 -0.41 0.10 -0.15 -0.01
O -2.91587 1.02218 -0.55356 -2.32 0.03 0.43 -0.03
H -2.82921 1.95649 -0.42470 -0.01 0.89 0.16 0.05
H -2.02247 0.73847 -0.62601 1.97 -0.61 -1.02 -0.04
O 2.32871 2.64263 0.31057 0.27 0.18 1.20 -0.05
H 1.77921 2.44123 -0.42690 -0.69 0.10 -1.36 -0.04
H 1.77622 2.34849 1.05101 0.63 0.09 0.04 0.02
O 1.73842 -1.76093 2.26143 -0.99 1.10 -0.04 -0.03
H 2.18140 -2.56431 2.44702 0.77 -1.22 0.41 0.04
H 1.53795 -1.88067 1.32717 0.25 0.06 -0.13 0.01
O -0.28536 -2.66444 -1.15705 1.52 -1.26 -1.27 -0.02
H -0.68177 -2.29966 -0.40548 -1.53 0.56 2.42 -0.02
H -0.39592 -1.93942 -1.75877 -0.03 0.36 -0.88 0.00
O 3.15289 0.78559 2.50064 -0.09 1.41 1.78 -0.06
H 3.20454 0.29991 1.69932 0.29 -0.78 -1.67 -0.06
H 2.76152 0.19376 3.13504 -0.12 -0.36 0.21 0.00
O 0.38416 2.89261 -1.98513 0.04 -0.34 0.67 -0.07
H 0.13343 3.22280 -2.82781 -0.14 0.58 -1.15 0.00
H -0.08943 2.02228 -1.92558 0.30 -0.23 0.54 -0.01
O -0.22070 0.08708 3.28546 -0.03 0.33 0.05 -0.04
H 0.53890 -0.27310 2.81630 0.64 0.27 -0.28 0.00
H -0.64929 -0.73767 3.46835 -0.73 -0.71 0.42 0.04
O -2.13856 -2.23337 0.86709 0.95 -0.59 0.13 -0.03
H -2.86406 -2.65416 0.42015 -0.41 -0.36 -0.41 0.05
H -2.53796 -1.43777 1.20193 -0.56 0.72 0.25 -0.02
O 3.61751 -0.20118 0.05499 2.08 -0.40 0.18 -0.07
H 3.04371 -0.06546 -0.69547 -0.73 -0.02 -0.87 -0.02
H 4.51180 -0.28503 -0.35172 -1.10 0.09 0.67 0.08
O -3.88245 -0.16836 1.68045 -0.13 -1.52 3.00 -0.05
H -3.43601 0.33905 1.03969 0.84 1.66 -2.16 -0.05
H -3.29009 -0.10833 2.46634 -0.88 0.14 -0.66 0.06
O -1.69433 -0.97767 -2.96322 -1.34 -0.24 0.07 -0.06
H -1.15567 -1.31889 -3.65325 0.89 -0.50 -0.82 0.04
H -1.13682 -0.46413 -2.34145 0.40 0.75 0.63 -0.01

---

6.
6
Properties=species:S:1:pos:R:3:forces:R:3:lowdin_charge:R:1 method="wB97M-V/def2-TZVPD" charge=+1 spin_multiplicity=2 gap_ev="9.71 / 8.55"
Al 0.56569 -2.80832 2.00909 -0.11 0.33 -0.35 1.03
C -0.07595 0.58488 -0.37217 -0.05 0.34 0.05 -0.18
O 0.05266 -0.75016 -0.11232 0.10 0.21 0.44 -0.17
H 0.63810 0.93933 -1.11554 0.26 -0.17 -0.19 0.11
H -1.03313 0.74738 -0.86764 -0.55 -0.35 -0.50 0.12
H -0.14736 1.28690 0.45859 0.35 -0.36 0.55 0.09

---

7.
9
Properties=species:S:1:pos:R:3:forces:R:3:lowdin_charge:R:1 method="wB97M-V/def2-TZVPD" gap_ev=9.94
B -0.45614 -0.03949 0.02724 0.24 0.04 0.88 -0.84
C 1.01566 -0.02757 -0.52147 0.53 -0.31 -3.17 -1.07
O -1.31169 0.98115 -0.27922 1.52 -0.14 -0.96 0.18
O -0.78796 -1.00006 0.94381 2.58 -0.33 -1.51 0.16
Br 2.05734 1.42517 0.03957 0.54 1.53 1.07 0.70
Br 2.05276 -1.64559 -0.15732 -0.47 0.02 -0.27 0.64
H 1.08432 0.22307 -1.65532 -0.55 -1.27 1.80 0.06
H -2.06612 0.89436 0.26307 -1.64 0.26 0.68 0.08
H -1.58818 -0.81105 1.33965 -2.72 0.21 1.48 0.06

---

8.
8
Properties=species:S:1:pos:R:3:forces:R:3:lowdin_charge:R:1 method="wB97M-V/def2-TZVPD" smiles=COP(Br)Br gap_ev=9.68
C 1.10286 -0.31446 0.61574 0.85 -2.82 -1.49 -0.29
O 0.21180 0.62412 0.23187 -4.12 1.58 -3.37 -0.57
P -0.93488 0.50005 -1.40395 2.54 -0.76 2.94 0.16
Br -2.25846 -1.24779 -0.94942 0.35 0.17 0.02 0.16
Br -2.12719 2.10115 -0.66266 -0.53 0.78 0.16 0.28
H 0.60019 -1.32133 0.91732 0.93 1.38 -0.60 0.09
H 1.52815 0.12009 1.49707 0.84 -0.11 0.56 0.07
H 1.87754 -0.46182 -0.24598 -0.85 -0.22 1.78 0.10

---

9.
8
Properties=species:S:1:pos:R:3:forces:R:3:lowdin_charge:R:1 method="wB97M-V/def2-TZVPD" gap_ev=8.63
C 1.16603 -0.56022 0.46222 -3.05 0.80 -0.95 -0.65
Si -1.06537 0.64536 -0.40124 3.87 -1.20 1.38 -0.21
Cl -2.14590 -0.45873 -1.64834 -0.46 -0.46 -0.35 0.30
Cl -0.17106 2.18492 -1.34822 -0.10 0.51 -0.30 0.24
Br 0.56312 -2.12240 1.40552 0.12 -0.03 0.05 0.47
H 1.72187 -0.85785 -0.41279 0.05 0.07 -0.11 -0.04
H 1.67224 0.10742 1.13832 0.01 0.22 0.04 -0.04
H -1.74093 1.06152 0.80453 -0.45 0.09 0.23 -0.08

---

10.
8
Properties=species:S:1:pos:R:3:forces:R:3:lowdin_charge:R:1 method="wB97M-V/def2-TZVPD" gap_ev="9.13 / 7.47"
C 1.00841 -0.30366 -0.01136 0.12 -1.39 0.04 -0.31
N 0.81519 1.01209 0.11246 0.71 -2.37 -1.98 0.14
N -1.37909 -1.22596 -0.10319 1.51 -0.33 1.50 -0.49
O 1.91353 -1.03747 0.22868 -1.20 0.85 -0.25 0.11
Br -2.38139 0.28415 0.05847 -0.33 0.33 -0.43 0.55
H -0.05635 1.34431 -0.14226 -2.03 0.79 -0.37 -0.02
H 1.20839 1.34123 0.91030 1.51 1.78 2.71 0.08
H -1.12870 -1.41469 -1.05310 -0.29 0.33 -1.23 -0.08

---

11.
7
Properties=species:S:1:pos:R:3:forces:R:3:lowdin_charge:R:1 method="wB97M-V/def2-TZVPD" gap_ev=9.58
C -0.57109 0.51870 0.38859 1.47 -2.03 1.71 -0.23
O -0.19177 -1.60005 -1.05190 -0.62 -1.63 -1.75 -0.59
S 0.58900 -1.05953 0.01560 -1.06 2.76 1.30 0.47
Br 2.38599 -0.00929 -0.79503 0.29 0.24 -0.11 0.25
H -0.32308 1.44105 -0.09071 0.39 0.22 -0.71 0.01
H -0.37057 0.65265 1.49788 -1.02 -0.14 -1.18 0.05
H -1.51850 0.05647 0.03557 0.54 0.57 0.73 0.04

---

12.
8
Properties=species:S:1:pos:R:3:forces:R:3:lowdin_charge:R:1 method="wB97M-V/def2-TZVPD" smiles=FC[SiH](Cl)Cl gap_ev=10.50
C 0.40265 0.07321 0.98339 1.10 0.04 -0.40 -0.35
F 0.03418 1.32765 1.37145 -0.90 2.59 0.00 -0.17
Si -0.37428 -0.06590 -0.86852 -0.74 -2.62 2.09 0.11
Cl -0.31340 -2.53665 -1.30110 -0.18 3.27 0.45 -0.10
Cl 0.61969 0.92560 -2.26812 0.51 0.17 -0.52 0.32
H 1.55708 0.19146 1.07948 -1.83 -1.48 -0.42 0.11
H -0.13732 -0.48052 1.78214 0.95 -1.04 -1.00 0.08
H -1.78860 0.56517 -0.77872 1.10 -0.93 -0.20 -0.02